1.
Formula: C18H38ClFN3O7
Source: OMol25
Level of theory: the ωB97M-V functional and the def2-TZVPD basis

## Properties
HOMO energy = -0.397 hartree
charge = +1
electronic energy = -53315.6108 eV
HOMO-LUMO gap = 7.125 eV
E_LUMO = -3.68 eV

Cartesian coordinates (Å):
N: 3.867 -2.967 -4.040
C: 2.939 -2.035 -4.091
N: 2.187 -1.825 -5.188
C: 0.737 -1.508 -4.922
C: 0.435 -1.675 -3.439
C: -1.004 -1.276 -3.111
C: -1.908 -2.397 -3.557
O: -1.864 -3.501 -3.109
Cl: -3.024 -1.995 -4.857
C: 1.421 -0.821 -2.674
F: 1.296 0.503 -3.101
N: 2.789 -1.258 -2.950
H: 4.180 -3.471 -4.856
H: 4.329 -3.170 -3.168
H: 2.246 -2.636 -5.795
H: 0.135 -2.150 -5.556
H: 0.535 -0.482 -5.217
H: 0.545 -2.719 -3.139
H: -1.294 -0.341 -3.578
H: -1.122 -1.218 -2.027
H: 1.238 -0.817 -1.601
H: 3.409 -0.453 -2.973
C: 2.656 -1.803 2.840
O: 1.261 -1.744 3.027
C: 0.593 -0.685 2.369
C: -0.584 -1.142 1.536
O: -0.282 -1.981 0.426
C: 0.184 -3.304 0.647
C: -0.794 -4.265 1.290
O: -1.093 -3.932 2.626
C: -2.467 -3.889 2.958
H: 3.183 -1.242 3.616
H: 2.961 -2.849 2.906
H: 2.952 -1.418 1.858
H: 1.284 -0.111 1.742
H: 0.196 -0.002 3.128
H: -1.003 -0.236 1.091
H: -1.369 -1.575 2.156
H: 1.141 -3.306 1.174
H: 0.373 -3.697 -0.358
H: -0.323 -5.257 1.276
H: -1.704 -4.321 0.684
H: -3.078 -3.560 2.112
H: -2.590 -3.172 3.770
H: -2.820 -4.866 3.300
C: -3.351 4.648 3.138
O: -2.007 4.972 2.851
C: -1.032 4.266 3.590
C: 0.028 3.621 2.723
O: -0.418 2.597 1.846
C: -1.254 2.923 0.750
C: -0.635 3.774 -0.340
O: -0.342 5.088 0.078
C: 0.961 5.552 -0.206
H: -3.753 5.294 3.923
H: -3.935 4.806 2.231
H: -3.461 3.602 3.441
H: -1.499 3.504 4.224
H: -0.516 4.976 4.248
H: 0.711 3.110 3.407
H: 0.619 4.369 2.194
H: -2.205 3.342 1.080
H: -1.481 1.957 0.287
H: -1.366 3.827 -1.159
H: 0.263 3.278 -0.726
H: 1.696 4.741 -0.171
H: 1.225 6.287 0.553
H: 1.003 6.035 -1.187

Cartesian forces, eV/Å:
N 0.2 0.2 -0.3
C 0.1 0.6 0.0
N -0.5 -1.6 0.9
C 0.3 0.7 -0.1
C -0.2 0.1 0.0
C -0.1 -0.1 0.0
C -0.1 -0.8 0.3
O 0.0 0.5 -0.3
Cl -0.1 0.1 -0.1
C 0.1 0.3 -0.1
F 0.0 -0.2 0.0
N -0.7 -0.2 -0.4
H -0.1 -0.1 -0.1
H 0.1 0.3 0.1
H 0.1 0.3 -0.4
H 0.0 -0.2 0.0
H 0.1 0.1 -0.1
H 0.2 0.0 0.1
H 0.1 0.1 0.1
H 0.0 0.1 0.1
H 0.1 -0.1 0.1
H 0.3 -0.2 0.4
C 0.0 0.0 0.1
O 0.0 -0.2 -0.3
C 0.1 0.1 0.2
C -0.2 0.1 0.1
O 0.1 0.1 -0.4
C 0.2 -0.1 0.0
C -0.1 -0.2 0.1
O 0.0 0.3 -0.1
C 0.1 -0.1 0.1
H 0.0 0.1 -0.1
H 0.0 0.0 0.0
H 0.0 0.0 0.0
H 0.0 0.0 0.0
H 0.0 0.1 -0.1
H 0.0 0.0 0.0
H 0.2 -0.2 0.1
H -0.1 0.1 0.2
H 0.0 0.0 0.0
H 0.0 0.0 -0.1
H 0.0 0.1 0.0
H 0.0 0.0 0.0
H 0.0 0.0 0.0
H 0.0 0.0 -0.1
C 0.0 0.1 0.0
O 0.0 -0.2 -0.2
C -0.1 0.2 0.1
C 0.2 0.0 0.0
O 0.1 -0.2 0.0
C -0.2 0.0 0.0
C 0.0 0.1 -0.2
O 0.1 -0.1 0.2
C -0.1 0.1 0.0
H 0.0 -0.1 0.1
H 0.0 0.0 0.0
H 0.0 0.0 0.0
H 0.0 0.0 0.0
H 0.0 -0.1 0.1
H 0.0 0.0 0.0
H -0.2 0.1 -0.1
H 0.1 0.2 0.0
H 0.0 0.0 0.0
H 0.0 -0.1 -0.1
H 0.0 0.0 0.1
H 0.0 0.0 0.0
H 0.0 0.0 0.0
H 0.1 -0.1 0.0

Atomic partial charges in e from the natural (NBO) method, atoms 1 to 4: -0.706 0.708 -0.530 -0.225


2.
Formula: C18H38F2N3O6RbS2
Source: OMol25
Level of theory: the ωB97M-V functional and the def2-TZVPD basis

## Properties
HOMO energy = -0.310 hartree
energy relative to the best compared isomer or geometry (same formula, charge and spin) = 4.788 eV
electronic energy = -63791.8325 eV
HOMO-LUMO gap = 6.366 eV
E_LUMO = -2.08 eV

Cartesian coordinates (Å):
Rb: -3.504 0.253 2.264
N: -7.060 -1.638 -1.266
S: -7.184 -2.082 -2.646
O: -6.442 -1.300 -3.656
O: -8.290 -2.905 -3.118
F: -6.131 -3.191 -2.287
S: -8.535 -0.816 -1.237
O: -9.585 -1.522 -0.578
O: -8.817 0.138 -2.274
F: -8.097 0.192 0.019
C: 1.399 -3.853 -0.127
C: 2.087 -4.357 1.171
C: 3.557 -3.901 1.195
C: 4.371 -3.976 2.476
C: 3.531 -3.372 3.571
C: 2.045 -3.899 3.772
N: 1.365 -3.896 2.462
O: -0.002 -4.256 2.515
C: 2.065 -5.339 4.333
C: 1.318 -3.003 4.742
C: 2.059 -5.886 1.118
H: 0.416 -4.303 -0.266
H: 1.987 -4.055 -1.022
H: 1.206 -2.792 -0.282
H: 4.111 -4.532 0.500
H: 3.593 -2.881 0.813
H: 5.265 -3.355 2.431
H: 4.625 -5.012 2.701
H: 3.445 -2.329 3.267
H: 4.031 -3.341 4.539
H: 1.076 -5.786 4.228
H: 2.813 -5.902 3.776
H: 2.453 -5.345 5.351
H: 1.201 -2.054 4.218
H: 0.324 -3.378 4.984
H: 1.858 -2.907 5.684
H: 2.201 -6.245 0.099
H: 1.071 -6.266 1.382
H: 2.855 -6.358 1.694
H: -0.031 -5.208 2.634
C: 1.621 3.255 -0.043
C: 1.147 4.365 -1.122
C: 1.798 3.912 -2.436
C: 1.196 4.494 -3.679
C: -0.347 4.283 -3.650
C: -1.090 4.862 -2.439
N: -0.349 4.408 -1.265
O: -0.987 4.694 -0.113
C: -1.123 6.389 -2.697
C: -2.501 4.281 -2.437
C: 1.678 5.734 -0.775
H: 2.623 2.887 -0.263
H: 0.897 2.447 -0.151
H: 1.567 3.630 0.979
H: 2.833 4.241 -2.529
H: 1.867 2.833 -2.574
H: 1.647 4.036 -4.559
H: 1.461 5.549 -3.754
H: -0.573 3.217 -3.643
H: -0.716 4.570 -4.635
H: -0.090 6.733 -2.657
H: -1.563 6.751 -3.627
H: -1.659 6.978 -1.953
H: -3.098 4.580 -1.574
H: -3.063 4.601 -3.314
H: -2.403 3.201 -2.334
H: 2.701 5.504 -0.478
H: 1.141 6.136 0.085
H: 1.587 6.456 -1.586
H: -0.851 5.631 0.043

Cartesian forces, eV/Å:
Rb -0.1 -0.1 -0.3
N -4.6 5.1 5.6
S 4.0 -4.7 -9.8
O -1.9 -0.7 1.6
O 0.3 1.8 0.8
F 1.7 -2.2 -0.9
S -0.2 2.7 4.3
O 0.3 -0.4 -0.9
O 0.4 -1.1 0.2
F 0.2 -0.4 -0.7
C -0.4 0.4 0.0
C -0.5 -0.4 1.3
C 0.5 0.3 -0.6
C -1.2 -0.4 0.7
C -1.4 0.6 0.4
C 1.1 -1.6 -0.4
N 0.9 1.6 -1.7
O 0.7 0.3 -0.1
C 1.0 0.5 -0.3
C -0.4 0.4 -0.4
C 0.0 -0.4 -0.6
H 0.1 -0.3 0.1
H 0.3 -0.7 0.2
H 0.2 0.4 1.0
H -0.3 0.1 -0.6
H 0.0 0.1 0.0
H 0.2 -0.4 -0.4
H 0.3 0.0 0.0
H -0.3 0.3 0.2
H 0.0 -0.3 0.1
H 0.1 -0.2 0.4
H -0.3 -0.3 -0.1
H -0.5 0.0 0.2
H 0.0 0.3 0.4
H 0.0 -0.1 -0.1
H 0.2 0.2 -0.1
H 0.1 0.1 -0.2
H 0.1 -0.2 0.3
H -0.3 0.1 0.3
H -0.1 -0.5 0.1
C -1.5 1.3 -0.8
C -0.1 -0.9 -0.2
C 0.6 0.0 -0.8
C -1.6 0.1 0.1
C 0.9 -0.9 -0.9
C 0.3 0.8 -1.7
N 1.2 -1.9 -1.7
O -0.6 0.3 1.8
C 0.4 0.6 1.1
C 0.0 -0.1 0.7
C 0.2 -0.4 0.7
H 0.0 0.2 -0.1
H 0.2 -0.2 0.1
H 0.0 0.1 0.0
H 0.3 0.0 0.9
H -0.4 -0.2 0.4
H -0.2 -0.2 -0.1
H -0.2 0.2 0.0
H 0.4 -0.4 0.1
H -0.6 0.6 0.3
H -0.1 0.3 -0.2
H 0.1 -0.7 -0.3
H -0.1 -0.2 0.5
H 0.2 0.3 0.1
H 0.2 -0.3 -0.2
H -0.2 -0.1 -0.5
H 0.2 0.9 0.0
H 0.2 0.1 0.2
H 0.4 -0.2 0.0
H -0.1 0.6 0.4

Atomic partial charges in e from the natural (NBO) method, atoms 1 to 4: 0.997 -1.102 2.429 -0.934


3.
Formula: C18H38F3GaNO16
Source: OMol25
Level of theory: the ωB97M-V functional and the def2-TZVPD basis

## Properties
HOMO energy = -0.144 hartree
charge = -1
electronic energy = -114059.2350 eV
HOMO-LUMO gap = 5.780 eV
E_LUMO = 1.85 eV

Cartesian coordinates (Å):
N: 2.048 2.672 4.543
Ga: 3.289 1.484 3.641
C: 3.325 -0.323 4.695
C: 4.060 -0.177 6.186
O: 3.944 1.238 6.573
C: 5.609 -0.749 6.179
F: 5.727 -2.155 5.704
F: 6.123 -0.718 7.570
F: 6.388 0.093 5.242
H: 1.598 3.364 3.901
H: 2.531 3.126 5.350
H: 2.939 1.165 2.115
H: 4.783 2.074 3.739
H: 2.202 -0.621 4.865
H: 3.811 -1.145 4.019
H: 3.452 -0.797 6.997
H: 4.717 1.790 6.252
C: -1.789 3.807 1.379
O: -1.484 4.910 0.528
C: -0.161 5.198 0.440
O: 0.741 4.606 1.012
O: -0.015 6.258 -0.394
C: 1.336 6.675 -0.582
H: -2.874 3.667 1.374
H: -1.322 2.890 1.005
H: -1.473 4.013 2.407
H: 1.928 5.873 -1.034
H: 1.777 6.996 0.367
H: 1.334 7.528 -1.266
C: -6.580 0.632 -0.939
O: -6.274 1.735 -1.790
C: -4.951 2.022 -1.878
O: -4.049 1.431 -1.306
O: -4.805 3.083 -2.712
C: -3.454 3.500 -2.901
H: -7.664 0.491 -0.944
H: -6.112 -0.285 -1.313
H: -6.264 0.838 0.088
H: -2.862 2.698 -3.352
H: -3.014 3.821 -1.951
H: -3.456 4.353 -3.585
C: 2.588 -4.000 -0.384
O: 2.392 -2.699 0.169
C: 1.239 -2.097 -0.217
O: 0.400 -2.568 -0.968
O: 1.183 -0.878 0.377
C: 0.014 -0.124 0.060
H: 3.539 -4.387 -0.009
H: 1.790 -4.679 -0.066
H: 2.643 -3.950 -1.476
H: -0.886 -0.648 0.396
H: -0.034 0.080 -1.014
H: 0.074 0.831 0.589
C: -6.179 2.962 -4.913
O: -6.529 3.178 -6.279
C: -5.649 2.658 -7.171
O: -4.627 2.047 -6.897
O: -6.101 2.934 -8.420
C: -5.269 2.443 -9.468
H: -6.951 3.420 -4.289
H: -6.144 1.891 -4.689
H: -5.221 3.439 -4.681
H: -5.198 1.351 -9.425
H: -4.275 2.899 -9.417
H: -5.726 2.721 -10.421
C: 4.724 -7.899 3.619
O: 4.471 -9.000 2.748
C: 3.988 -8.649 1.530
O: 3.765 -7.511 1.147
O: 3.794 -9.784 0.811
C: 3.284 -9.566 -0.503
H: 5.107 -8.296 4.563
H: 5.482 -7.235 3.191
H: 3.799 -7.350 3.826
H: 3.985 -8.969 -1.095
H: 2.302 -9.084 -0.461
H: 3.168 -10.541 -0.986

Cartesian forces, eV/Å:
N -0.2 0.7 -0.1
Ga 0.2 -0.3 0.4
C 0.1 -1.2 0.8
C -1.1 -0.7 -1.3
O 1.9 -1.0 0.2
C -0.5 0.2 -0.5
F -0.1 4.3 1.6
F -0.6 -0.1 -4.2
F -1.6 -2.8 3.3
H 0.8 -0.6 1.0
H -0.8 -0.2 -1.2
H -0.3 0.1 0.0
H 0.3 0.2 0.1
H 2.1 0.4 -0.1
H -0.8 1.3 1.5
H 1.6 1.4 -1.5
H -1.2 -1.3 0.0
C -0.1 -0.5 0.4
O 0.8 0.5 -0.3
C 0.7 -0.6 0.6
O -1.6 1.1 -1.0
O -0.3 -0.6 0.4
C 0.5 0.1 -0.1
H 0.2 0.2 -0.2
H 0.0 0.2 0.2
H 0.1 -0.1 -0.2
H -0.1 0.1 0.3
H 0.0 -0.2 -0.2
H -0.3 -0.2 0.1
C -0.1 -0.4 0.3
O 0.9 0.4 -0.2
C 0.7 -0.3 0.4
O -1.4 0.9 -0.9
O -0.2 -0.9 1.4
C 0.7 0.2 0.0
H 0.2 0.3 -0.2
H 0.1 0.2 0.2
H 0.1 -0.1 -0.2
H -0.1 0.1 0.2
H 0.0 -0.2 -0.2
H -0.3 -0.2 0.1
C 0.1 -0.4 -0.1
O -0.9 0.5 -0.3
C -0.2 0.3 0.1
O 1.0 0.5 0.9
O 0.2 -1.2 -0.6
C -0.3 0.3 0.0
H -0.2 0.3 0.1
H 0.1 0.1 -0.2
H -0.2 0.0 0.2
H 0.1 0.0 -0.2
H -0.1 -0.2 0.1
H 0.3 -0.3 0.0
C 0.2 0.1 0.3
O 0.5 -0.4 -1.2
C 0.3 -0.2 0.4
O -1.4 0.9 -0.5
O 0.2 -0.1 0.9
C 0.3 -0.1 -0.4
H 0.1 0.0 -0.4
H 0.2 0.2 -0.1
H -0.5 -0.3 -0.5
H 0.1 0.2 0.1
H -0.1 -0.2 0.1
H -0.1 0.1 0.4
C 0.1 0.5 0.4
O -0.4 0.0 -1.1
C -0.1 0.6 0.0
O 0.3 -1.7 0.5
O 0.2 0.7 0.6
C -0.2 0.1 -0.4
H -0.1 -0.2 -0.3
H -0.3 0.0 0.0
H 0.2 0.0 -0.2
H -0.2 0.0 0.2
H 0.3 0.1 0.0
H 0.1 0.1 0.4

Atomic partial charges in e from the Mulliken method, atoms 1 to 4: -0.570 0.215 -0.664 -0.169


4.
Formula: C18H38GdN6O5SSb
Source: OMol25
Level of theory: the ωB97M-V functional and the def2-TZVPD basis

## Properties
HOMO energy (spin up / spin down) = -0.422 / -0.418 hartree
<S²> = 16.05
charge = +2
electronic energy = -76654.6457 eV
2S+1 = 8
HOMO-LUMO gap (spin up / spin down) = 5.876 / 3.596 eV
E_LUMO (spin up / spin down) = -5.59 / -7.77 eV

Cartesian coordinates (Å):
Gd: -17.989 -6.969 -0.507
C: -17.352 -7.903 -5.920
N: -16.583 -7.895 -4.660
C: -15.199 -8.234 -4.689
C: -17.166 -7.616 -3.507
O: -16.536 -7.556 -2.418
C: -18.636 -7.668 -3.455
O: -19.175 -6.666 -2.537
C: -19.266 -5.283 -3.015
C: -18.417 -4.413 -2.094
O: -17.761 -4.901 -1.134
N: -18.363 -3.097 -2.309
C: -17.808 -2.354 -1.183
C: -18.991 -2.445 -3.449
H: -17.917 -6.936 -5.976
H: -17.933 -8.794 -6.042
H: -16.611 -7.855 -6.722
H: -14.913 -8.275 -3.660
H: -14.652 -7.450 -5.248
H: -15.038 -9.227 -5.143
H: -18.958 -8.620 -2.969
H: -19.171 -7.543 -4.443
H: -20.299 -4.955 -2.998
H: -18.910 -5.267 -4.073
H: -16.760 -2.639 -1.152
H: -18.251 -2.639 -0.231
H: -17.844 -1.283 -1.271
H: -20.059 -2.741 -3.556
H: -18.439 -2.627 -4.359
H: -18.889 -1.361 -3.285
C: -14.009 -2.892 3.982
C: -14.683 -3.535 2.778
Sb: -14.051 -5.662 2.503
C: -12.280 -5.465 1.222
C: -11.692 -4.094 1.094
C: -13.217 -6.257 4.544
C: -11.823 -6.811 4.362
H: -14.127 -3.508 4.910
H: -14.465 -1.967 4.215
H: -12.963 -2.850 3.734
H: -14.402 -3.039 1.824
H: -15.771 -3.620 2.884
H: -12.581 -5.829 0.188
H: -11.580 -6.221 1.651
H: -12.381 -3.307 0.793
H: -10.971 -4.107 0.284
H: -11.270 -3.707 2.000
H: -14.007 -6.930 4.974
H: -13.325 -5.342 5.166
H: -11.868 -7.612 3.662
H: -11.369 -7.148 5.265
H: -11.206 -6.028 3.903
O: -16.958 -5.849 1.809
S: -18.451 -5.448 2.156
N: -19.431 -6.170 1.249
C: -16.707 -12.423 1.747
N: -17.339 -11.162 1.270
C: -18.530 -11.103 0.384
C: -18.429 -9.607 0.055
O: -19.215 -8.973 -0.731
N: -17.376 -9.013 0.675
C: -16.691 -10.002 1.345
N: -15.606 -9.693 2.064
H: -17.359 -13.276 1.455
H: -16.599 -12.431 2.835
H: -15.722 -12.493 1.226
H: -19.462 -11.407 0.888
H: -18.392 -11.768 -0.420
H: -15.444 -8.688 2.219
H: -15.163 -10.356 2.726

Cartesian forces, eV/Å:
Gd 0.7 -0.7 2.3
C 1.0 1.7 -0.1
N -1.5 0.2 -0.3
C 0.9 -0.1 -0.7
C 1.4 -1.1 0.3
O -0.6 0.4 -0.2
C -2.9 0.7 -0.5
O -0.1 0.8 -0.6
C 1.0 -1.3 -0.5
C 0.6 1.4 -0.5
O -0.7 1.0 -1.0
N -0.9 -1.2 0.6
C 1.2 0.0 0.2
C -0.5 0.7 0.2
H 0.2 -1.2 -0.2
H -0.5 -0.3 0.0
H -0.2 -0.1 0.1
H 0.8 0.0 0.4
H 0.0 -0.5 0.3
H -0.1 0.5 0.0
H 0.4 0.5 -0.6
H 0.6 -0.3 1.2
H -0.2 -0.1 0.1
H -0.2 0.3 0.7
H 0.2 0.2 0.4
H -0.2 -0.1 -0.1
H -0.4 0.3 -0.5
H 0.7 0.4 0.0
H 0.1 -0.4 -0.3
H -0.5 -0.5 0.0
C -0.4 -1.9 0.3
C 0.2 -1.1 -0.3
Sb 0.0 -0.4 0.4
C -0.7 -1.1 -0.2
C 0.1 0.5 -0.6
C -1.7 1.1 -0.2
C -0.5 1.2 -0.3
H 0.1 0.4 -0.8
H 0.0 1.3 0.1
H 0.5 0.6 0.4
H -0.4 -0.2 0.6
H 0.2 0.2 -0.2
H 0.2 0.2 1.3
H -0.3 0.6 -0.5
H -0.5 -0.2 -0.1
H 0.6 0.1 0.1
H 0.6 0.0 0.5
H 0.9 0.2 -0.6
H 0.6 -0.6 -0.3
H 0.2 -0.9 -0.5
H 0.4 -0.3 0.7
H 0.1 -0.2 0.3
O -3.5 1.1 0.4
S 2.0 -2.5 -2.1
N 0.8 1.2 0.9
C -0.2 0.0 -1.0
N 0.8 -1.3 0.6
C 1.0 1.5 1.9
C -0.9 0.2 -1.0
O 1.3 -1.1 1.3
N -0.4 -0.9 -0.6
C -1.2 0.9 0.6
N -0.3 -0.6 0.2
H 0.6 0.6 0.2
H 0.0 0.1 -0.2
H -0.7 -0.3 0.6
H 0.4 0.4 0.1
H 0.2 -0.5 -1.4
H 0.1 -0.5 -0.2
H -0.6 0.7 -0.9

Atomic partial charges in e from the Mulliken method, atoms 1 to 4: 0.625 -0.928 0.149 -1.030